Record 1
Computed, not measured: a cluster of 2 separate species, C17H18O5S3 in total in a non-equilibrium geometry, with ωB97M-V/def2-TZVPD.

Results
**Charge**: 0
**SMILES**: O=S1(=O)C(=Cc2ccccc2)S(=O)(=O)c2ccccc21.C=S(C)(C)=O
**Highest occupied orbital energy**: -7.734 eV
**HOMO-LUMO gap**: 0.2669 Eh
**Total energy**: -60658.8477 eV
**Lowest unoccupied orbital energy**: -0.47 eV
**Relative energy (zero: lowest compared OMol25 entry of this formula, charge and spin)**: 0.0 kcal/mol

```
43
Properties=species:S:1:pos:R:3:lowdin_charge:R:1
O 2.306 1.332 3.228 -0.2824
S 1.946 0.788 1.937 0.7108
O 1.966 1.598 0.740 -0.2932
C 0.365 -0.053 2.030 -0.2976
C -0.789 0.517 1.600 -0.0229
C -2.078 -0.165 1.590 -0.2289
C -2.522 -0.931 2.694 -0.0339
C -3.736 -1.615 2.636 -0.0664
C -4.524 -1.573 1.489 -0.0767
C -4.121 -0.789 0.407 -0.0693
C -2.937 -0.049 0.473 -0.0127
S 0.489 -1.835 2.241 0.7126
O -0.267 -2.490 1.193 -0.2652
O 0.329 -2.181 3.628 -0.2830
C 2.237 -1.914 1.811 -0.2461
C 2.883 -3.121 1.566 -0.0320
C 4.219 -3.109 1.165 -0.0515
C 4.895 -1.900 1.013 -0.0534
C 4.245 -0.691 1.261 -0.0299
C 2.909 -0.714 1.662 -0.2432
H -0.722 1.515 1.168 0.1340
H -1.932 -0.918 3.614 0.1162
H -4.037 -2.193 3.514 0.1120
H -5.448 -2.162 1.452 0.1097
H -4.721 -0.763 -0.499 0.1051
H -2.631 0.595 -0.352 0.1000
H 2.320 -4.043 1.685 0.1272
H 4.722 -4.052 0.971 0.1130
H 5.935 -1.887 0.702 0.1121
H 4.742 0.270 1.137 0.1271
C 0.558 1.291 -2.846 -0.3024
S -0.514 1.987 -3.881 0.6567
C -1.781 2.788 -2.866 -0.1782
C 0.110 3.408 -4.831 -0.1727
O -1.140 1.057 -4.836 -0.3973
H 1.281 1.956 -2.363 0.0074
H 0.820 0.239 -3.012 0.0185
H -1.273 3.500 -2.207 0.0696
H -2.503 3.282 -3.525 0.0631
H -2.260 1.986 -2.296 0.0483
H 0.588 4.127 -4.161 0.0645
H 0.812 3.049 -5.589 0.0694
H -0.742 3.865 -5.345 0.0615
```

***

Record 2
Computed, not measured: a cluster of 12 separate species, C36H36F12O36 in total in a non-equilibrium geometry, with ωB97M-V/def2-TZVPD.

Results
**Charge**: 0
**SMILES**: O=C1OC[C@@H](F)O1.O=C1OC[C@@H](F)O1.O=C1OC[C@@H](F)O1.O=C1OC[C@@H](F)O1.O=C1OC[C@@H](F)O1.O=C1OC[C@@H](F)O1.O=C1OC[C@@H](F)O1.O=C1OC[C@@H](F)O1.O=C1OC[C@@H](F)O1.O=C1OC[C@@H](F)O1.O=C1OC[C@@H](F)O1.O=C1OC[C@@H](F)O1
**Highest occupied orbital energy**: -10.903 eV
**HOMO-LUMO gap**: 0.4001 Eh
**Total energy**: -144237.1535 eV
**Lowest unoccupied orbital energy**: -0.02 eV
**Relative energy (zero: lowest compared OMol25 entry of this formula, charge and spin)**: 26.5 kcal/mol

```
120
Properties=species:S:1:pos:R:3:lowdin_charge:R:1
O 9.670 13.747 12.779 0.1979
C 9.558 14.894 12.924 -0.5612
O 10.297 15.778 12.226 0.0568
C 10.096 17.103 12.846 -0.0027
C 8.799 16.873 13.601 -0.3011
F 7.709 17.329 12.885 0.0582
O 8.697 15.504 13.807 0.1358
H 10.923 17.367 13.482 0.0978
H 9.932 17.835 12.099 0.1312
H 8.728 17.315 14.592 0.1672
O 11.782 12.357 9.503 0.1772
C 11.849 13.514 9.292 -0.5419
O 12.291 14.445 10.139 0.0547
C 12.263 15.722 9.483 -0.0283
C 11.821 15.396 8.073 -0.2400
F 12.872 15.609 7.149 0.0215
O 11.491 14.027 8.078 0.1535
H 11.501 16.374 9.966 0.1435
H 13.266 16.122 9.570 0.1195
H 10.986 15.906 7.586 0.1703
O 8.732 7.561 12.106 0.1937
C 9.716 8.076 11.711 -0.5543
O 10.934 7.511 11.625 0.0858
C 11.858 8.433 11.093 -0.0504
C 10.972 9.624 10.673 -0.3124
F 10.804 9.680 9.310 0.0519
O 9.781 9.383 11.340 0.1354
H 12.568 8.795 11.824 0.1118
H 12.366 8.033 10.218 0.1405
H 11.273 10.619 10.913 0.1198
O 12.971 6.353 18.274 0.1825
C 12.565 6.916 17.303 -0.4652
O 13.008 8.109 16.799 0.0763
C 12.368 8.384 15.597 -0.1070
C 11.618 7.139 15.315 -0.3847
F 12.398 6.396 14.542 0.0898
O 11.445 6.534 16.536 0.1457
H 11.759 9.277 15.677 0.1191
H 13.064 8.497 14.784 0.1273
H 10.675 7.260 14.752 0.1816
O 5.800 9.826 15.548 0.1830
C 6.752 10.464 15.243 -0.5286
O 6.815 11.780 15.074 0.0761
C 8.092 12.139 14.464 -0.0132
C 8.992 10.911 14.828 -0.2318
F 9.833 11.160 15.942 0.0263
O 8.034 9.924 15.051 0.1103
H 7.901 12.366 13.427 0.1237
H 8.304 13.088 14.925 0.1102
H 9.587 10.568 14.004 0.1403
O 13.375 16.881 11.993 0.2209
C 14.462 17.158 11.770 -0.5188
O 14.968 17.541 10.583 0.0556
C 16.443 17.563 10.678 0.0140
C 16.672 17.716 12.223 -0.2039
F 16.584 19.089 12.740 -0.0142
O 15.539 17.075 12.722 0.0717
H 16.793 16.604 10.233 0.1314
H 16.762 18.348 10.007 0.1349
H 17.495 17.237 12.718 0.1516
O 18.561 15.964 15.597 0.1867
C 17.617 16.631 15.829 -0.5621
O 17.330 17.761 15.172 0.0747
C 16.280 18.391 15.896 -0.0417
C 15.727 17.277 16.773 -0.2411
F 14.626 16.709 16.119 0.0292
O 16.779 16.330 16.867 0.1410
H 16.685 19.185 16.522 0.1482
H 15.501 18.749 15.274 0.1265
H 15.362 17.463 17.758 0.1624
O 11.369 18.056 15.469 0.1708
C 11.369 17.060 16.113 -0.5059
O 11.438 16.888 17.438 0.0814
C 11.815 15.474 17.756 0.0124
C 11.261 14.802 16.559 -0.2924
F 9.936 14.367 16.821 0.0247
O 11.293 15.761 15.543 0.0883
H 12.896 15.400 17.673 0.1089
H 11.349 15.287 18.712 0.1477
H 11.755 13.962 16.094 0.1417
O 10.890 8.728 19.862 0.1759
C 11.272 9.836 19.588 -0.4400
O 12.324 10.577 20.233 0.0565
C 12.158 11.905 19.660 -0.0588
C 11.364 11.651 18.379 -0.2840
F 12.277 11.389 17.312 0.0116
O 10.614 10.499 18.571 0.1308
H 11.746 12.604 20.420 0.1476
H 13.135 12.268 19.351 0.1213
H 10.800 12.508 18.027 0.1375
O 14.136 13.638 17.214 0.1916
C 14.974 13.036 16.728 -0.5412
O 14.762 12.129 15.744 0.0705
C 16.002 11.477 15.585 -0.0515
C 17.092 12.367 16.200 -0.2524
F 17.745 13.175 15.304 0.0545
O 16.320 13.161 17.102 0.1224
H 15.897 10.481 16.013 0.1474
H 16.114 11.373 14.512 0.1332
H 17.920 11.988 16.772 0.1648
O 12.258 10.531 13.341 0.1806
C 12.643 11.623 13.223 -0.5550
O 12.371 12.699 14.004 0.0757
C 12.952 13.886 13.411 -0.0349
C 13.862 13.317 12.401 -0.2729
F 15.149 13.241 12.882 0.0645
O 13.461 11.951 12.206 0.1352
H 12.200 14.557 13.059 0.1024
H 13.527 14.458 14.180 0.1560
H 13.852 13.735 11.410 0.1239
O 15.926 14.832 8.663 0.1909
C 15.599 13.706 8.598 -0.5126
O 14.923 13.054 9.571 0.0394
C 14.926 11.658 9.258 -0.0179
C 15.179 11.728 7.664 -0.2307
F 13.914 11.901 7.019 0.0145
O 15.835 12.913 7.480 0.1293
H 15.559 10.999 9.912 0.1562
H 13.872 11.355 9.322 0.1123
H 15.681 10.922 7.122 0.1671
```

***

Record 3
Computed, not measured: the molecule C6H9N2PS in a non-equilibrium geometry, with ωB97M-V/def2-TZVPD.

Results
**Spin multiplicity**: 3
**Charge**: 0
**Highest occupied orbital energy (spin up / spin down)**: -3.872 / -8.963 eV
**HOMO-LUMO gap (spin up / spin down)**: 0.1684 / 0.2000 Eh
**⟨S²⟩**: 2.01
**Total energy**: -29467.6599 eV
**Lowest unoccupied orbital energy (spin up / spin down)**: 0.71 / -3.52 eV

```
19
Properties=species:S:1:pos:R:3:mulliken_spin:R:1
C 1.995 1.812 -0.900 0.1060
C 2.018 1.798 0.537 0.0070
C 1.126 1.019 -1.602 0.0013
C 1.168 0.849 1.073 -0.0328
C 0.179 0.224 -1.010 0.1470
C 0.261 0.122 0.360 0.4516
N -2.819 -0.601 0.559 0.1616
N -0.959 -2.577 0.740 0.0270
P -1.321 -0.989 1.282 0.2503
S -1.303 -0.775 3.215 0.9162
H 2.651 2.566 -1.375 0.0116
H 2.646 2.415 1.137 -0.0128
H 1.168 1.172 -2.703 -0.0116
H 0.937 0.831 2.160 0.0026
H -0.561 -0.175 -1.707 0.0376
H -2.504 -0.289 -0.329 -0.0417
H -3.271 0.079 1.149 -0.0362
H -0.134 -2.459 0.185 0.0123
H -0.969 -3.294 1.391 0.0032
```

***

Record 4
Computed, not measured: the molecule C5H10F2O2S in a non-equilibrium geometry, with ωB97M-V/def2-TZVPD.

Results
**Charge**: 0
**SMILES**: CC(C)C(F)(F)S(C)(=O)=O
**Highest occupied orbital energy**: -10.174 eV
**HOMO-LUMO gap**: 0.4033 Eh
**Total energy**: -25710.3258 eV
**Lowest unoccupied orbital energy**: 0.80 eV
**Relative energy (zero: lowest compared OMol25 entry of this formula, charge and spin)**: 0.0 kcal/mol

```
20
Properties=species:S:1:pos:R:3:lowdin_charge:R:1
C -1.617 1.417 -0.593 -0.0769
C -1.415 -0.017 -0.121 -0.2421
C -2.059 -0.363 1.210 -0.0808
C 0.229 -0.777 -0.235 -0.4599
F 0.370 -1.765 0.653 0.0731
F 0.478 -1.426 -1.403 0.0630
S 1.621 0.485 -0.035 0.6987
C 3.030 -0.698 -0.223 -0.0941
O 1.695 1.112 1.242 -0.2909
O 1.525 1.317 -1.216 -0.3152
H -0.936 1.700 -1.365 0.0517
H -2.564 1.451 -1.140 0.0829
H -1.668 2.330 0.013 0.0927
H -1.829 -0.694 -0.840 0.1106
H -1.704 0.281 1.995 0.0812
H -1.926 -1.326 1.623 0.0547
H -3.164 -0.425 1.120 0.0993
H 3.903 -0.098 -0.060 0.0650
H 2.953 -1.446 0.540 0.0644
H 3.078 -1.059 -1.164 0.0226
```

***

Q: Which of these has the lowest total energy?
A: C36H36F12O36

***

Q: Number 1 is which compound?
A: C17H18O5S3